No. 1
C4H6O2 | ωB97M-V/def2-TZVPD

Computed properties:
**2S+1**: 1
**LUMO level**: 1.056 eV
**F_max**: 0.0092 hartree/bohr
**Kohn-Sham gap**: 11.651 eV
**Total charge**: 0
**Structure (SMILES)**: O=COC1CC1
**Energy relative to the best compared isomer or geometry (same formula, charge and spin)**: 29.38 kcal per mole

```
12
Properties=species:S:1:pos:R:3:nbo_charge:R:1
O 2.03869 0.79121 1.05799 -0.57
C 2.06743 0.25065 -0.01339 0.65
O 1.07347 -0.45469 -0.57496 -0.50
C -0.11794 -0.58667 0.18145 0.06
C -1.37520 -0.45016 -0.60702 -0.43
C -0.97963 0.61018 0.38912 -0.43
H 2.92849 0.25714 -0.69921 0.12
H -0.04022 -1.33198 0.96810 0.20
H -1.25015 -0.21190 -1.65911 0.23
H -2.20729 -1.10931 -0.38025 0.22
H -0.61642 1.55957 0.00946 0.23
H -1.52123 0.67596 1.32780 0.22
```

---

No. 2
C4H6O2 | ωB97M-V/def2-TZVPD

Computed properties:
**2S+1**: 1
**LUMO level**: 0.867 eV
**F_max**: 0.1200 hartree/bohr
**Kohn-Sham gap**: 11.017 eV
**Total charge**: 0
**Structure (SMILES)**: C#C[C@H](O)CO
**Energy relative to the best compared isomer or geometry (same formula, charge and spin)**: 94.23 kcal per mole

```
12
Properties=species:S:1:pos:R:3:nbo_charge:R:1
C -2.35069 -0.21181 -0.23376 -0.25
C -1.21948 0.05790 0.13241 -0.06
C 0.09247 0.64482 0.62058 0.03
O 0.83177 1.38377 -0.39272 -0.73
C 0.85240 -0.75896 0.71734 -0.09
O 1.09579 -0.91772 -0.68398 -0.74
H -3.40925 -0.30018 -0.41252 0.25
H 0.00920 1.05182 1.54730 0.21
H 1.28298 0.70931 -1.05240 0.51
H 1.86466 -0.68108 1.06375 0.19
H 0.38217 -1.61364 1.13109 0.19
H 0.20152 -1.28633 -1.08312 0.49
```

---

No. 3
C4H6O2 | ωB97M-V/def2-TZVPD

Computed properties:
**2S+1**: 1
**LUMO level**: 0.560 eV
**F_max**: 0.0661 hartree/bohr
**Kohn-Sham gap**: 10.127 eV
**Total charge**: 0
**Structure (SMILES)**: CC(=O)CC=O
**Energy relative to the best compared isomer or geometry (same formula, charge and spin)**: 55.57 kcal per mole

```
12
Properties=species:S:1:pos:R:3:nbo_charge:R:1
C 0.21667 -1.53761 0.84490 -0.67
C 0.36057 -0.10659 0.66266 0.52
O 1.18799 0.57266 1.24346 -0.58
C -0.60798 0.42965 -0.34865 -0.63
C 0.00896 1.54710 -1.12292 0.43
O -0.36119 1.86589 -2.22538 -0.51
H 1.10467 -1.33355 0.01974 0.29
H -0.53468 -2.09902 0.29085 0.23
H 0.21548 -1.83266 1.91682 0.26
H -1.06185 -0.31803 -1.01282 0.24
H -1.39047 0.79152 0.32884 0.27
H 0.86182 2.02065 -0.59750 0.14
```

---

No. 4
C4H6O2 | ωB97M-V/def2-TZVPD

Computed properties:
**2S+1**: 1
**LUMO level**: -0.135 eV
**F_max**: 0.0136 hartree/bohr
**Kohn-Sham gap**: 9.864 eV
**Total charge**: 0
**Structure (SMILES)**: O=C/C=C\CO
**Energy relative to the best compared isomer or geometry (same formula, charge and spin)**: 46.12 kcal per mole

```
12
Properties=species:S:1:pos:R:3:nbo_charge:R:1
O -1.01645 -1.33352 -1.00898 -0.56
C -1.01137 -1.27424 0.21147 0.40
C -0.44144 -0.23814 1.08907 -0.35
C 0.66123 0.43379 0.73051 -0.07
C 0.88873 0.80771 -0.71389 -0.14
O -0.35946 1.12391 -1.26736 -0.73
H -1.34813 -2.16371 0.76215 0.13
H -0.82102 -0.19017 2.10325 0.22
H 1.28646 0.86106 1.51048 0.21
H 1.53679 1.69001 -0.72631 0.20
H 1.38012 0.04148 -1.33284 0.19
H -0.76225 0.23167 -1.36769 0.48
```

---

No. 5
C4H6O2 | ωB97M-V/def2-TZVPD

Computed properties:
**2S+1**: 1
**LUMO level**: 0.652 eV
**F_max**: 0.0189 hartree/bohr
**Kohn-Sham gap**: 10.860 eV
**Total charge**: 0
**Structure (SMILES)**: C[C@H]1O[C@H]1C=O
**Energy relative to the best compared isomer or geometry (same formula, charge and spin)**: 62.39 kcal per mole

```
12
Properties=species:S:1:pos:R:3:nbo_charge:R:1
C 1.27800 1.13786 -0.41099 -0.64
C -0.15040 0.71605 -0.27965 0.10
O -0.88585 -0.20368 -1.03177 -0.46
C -0.79033 -0.38453 0.44706 -0.08
C -0.60922 -1.85852 0.53906 0.41
O -1.28877 -2.52039 1.28626 -0.50
H 1.46288 1.72881 0.49573 0.23
H 2.01035 0.33277 -0.46624 0.22
H 1.38921 1.80733 -1.26983 0.22
H -0.80012 1.58038 -0.13838 0.17
H -1.54433 -0.03643 1.16176 0.20
H -0.01961 -2.28482 -0.28821 0.13
```

---

No. 6
C4H6O2 | ωB97M-V/def2-TZVPD

Computed properties:
**2S+1**: 1
**LUMO level**: 0.985 eV
**F_max**: 0.0828 hartree/bohr
**Kohn-Sham gap**: 9.519 eV
**Total charge**: 0
**Energy relative to the best compared isomer or geometry (same formula, charge and spin)**: 75.65 kcal per mole

```
12
Properties=species:S:1:pos:R:3:nbo_charge:R:1
C -2.36486 0.01576 -0.12149 0.45
C -0.77065 -1.65448 -0.08864 -0.50
C 0.08845 -0.64071 -0.28417 0.17
C 1.33701 1.29216 0.19225 -0.27
O -2.01042 0.80773 0.57722 -0.53
O 0.57931 0.18668 0.57858 -0.50
H -1.16140 -1.95228 0.78144 0.20
H -1.01922 -2.42754 -0.76888 0.22
H 0.68316 -0.59272 -1.20518 0.16
H 0.90152 1.91331 -0.64328 0.19
H 2.38488 0.97231 -0.09073 0.19
H 1.35222 2.07980 1.07287 0.21
```

---

No. 7
C4H6O2 | ωB97M-V/def2-TZVPD

Computed properties:
**2S+1**: 1
**LUMO level**: 1.076 eV
**F_max**: 0.0111 hartree/bohr
**Kohn-Sham gap**: 10.991 eV
**Total charge**: 0
**Structure (SMILES)**: O[C@H]1C[C@H]2O[C@@H]12
**Energy relative to the best compared isomer or geometry (same formula, charge and spin)**: 58.83 kcal per mole

```
12
Properties=species:S:1:pos:R:3:nbo_charge:R:1
O 1.49267 -0.66064 -1.15303 -0.69
C 0.27398 -0.76253 -0.49111 0.09
C 0.23468 -0.30617 1.01492 -0.46
C -0.77220 0.75526 0.59535 0.05
O -0.11336 1.55946 -0.38351 -0.50
C -0.73664 0.34590 -0.80623 0.01
H 1.82586 0.18442 -0.83646 0.47
H -0.12548 -1.76850 -0.65523 0.19
H -0.15910 -1.08128 1.67215 0.22
H 1.14444 0.10942 1.47369 0.22
H -1.57993 1.20489 1.15793 0.20
H -1.48493 0.41978 -1.58847 0.20
```

---

No. 8
C4H6O2 | ωB97M-V/def2-TZVPD

Computed properties:
**2S+1**: 1
**LUMO level**: -0.694 eV
**F_max**: 0.0070 hartree/bohr
**Kohn-Sham gap**: 7.536 eV
**Total charge**: 0
**Energy relative to the best compared isomer or geometry (same formula, charge and spin)**: 66.57 kcal per mole

```
12
Properties=species:S:1:pos:R:3:nbo_charge:R:1
C -1.83904 0.12752 -0.03916 -0.73
C -0.38613 0.29503 -0.22866 0.61
O 0.10240 1.32623 -0.77220 -0.57
C 0.64723 -0.78614 0.10253 0.35
O 0.26723 -1.95446 -0.03680 -0.63
C 1.89677 -0.16026 0.30754 -0.79
H -2.42323 0.89333 -0.55205 0.24
H -2.08892 -0.88186 -0.38670 0.29
H -2.06111 0.13550 1.03592 0.27
H 2.78417 -0.78761 0.34944 0.23
H 1.15719 1.06168 -0.71914 0.50
H 1.94343 0.73103 0.93928 0.22
```

---

No. 9
C4H6O2 | ωB97M-V/def2-TZVPD

Computed properties:
**2S+1**: 1
**LUMO level**: 1.040 eV
**F_max**: 0.0376 hartree/bohr
**Kohn-Sham gap**: 10.689 eV
**Total charge**: 0
**Energy relative to the best compared isomer or geometry (same formula, charge and spin)**: 59.94 kcal per mole

```
12
Properties=species:S:1:pos:R:3:nbo_charge:R:1
O 2.45301 -1.52972 0.56910 -0.51
C 1.92306 -0.55739 0.81895 0.50
C -0.12771 -0.06962 -0.81921 -0.48
C -0.72173 -0.63987 0.46863 -0.05
O -1.20652 0.67099 0.80527 -0.53
C -0.31336 1.28989 -0.14694 -0.06
H 0.01636 -0.98147 1.22467 0.16
H 0.75190 -0.38481 -1.38645 0.22
H -0.99426 -0.20467 -1.45828 0.22
H -1.52067 -1.38436 0.33168 0.18
H 0.54169 1.74979 0.36742 0.18
H -0.80177 2.04124 -0.77484 0.17
```

---

No. 10
C4H6O2 | ωB97M-V/def2-TZVPD

Computed properties:
**2S+1**: 1
**LUMO level**: 0.907 eV
**F_max**: 0.0210 hartree/bohr
**Kohn-Sham gap**: 9.022 eV
**Total charge**: 0
**Structure (SMILES)**: OC1=CCCO1
**Energy relative to the best compared isomer or geometry (same formula, charge and spin)**: 35.73 kcal per mole

```
12
Properties=species:S:1:pos:R:3:nbo_charge:R:1
O 0.36730 -2.00507 -1.38648 -0.64
C 0.29007 -0.92051 -0.60747 0.62
C -0.66054 0.00798 -0.72831 -0.49
C -0.61243 0.83548 0.51015 -0.44
C 0.80685 0.49695 0.99113 -0.06
O 1.14748 -0.79903 0.41513 -0.48
H -0.51874 -1.93409 -1.75081 0.49
H -1.12633 0.26638 -1.66919 0.22
H -0.74463 1.89451 0.29641 0.21
H -1.37671 0.53584 1.24356 0.20
H 0.90054 0.38879 2.06829 0.19
H 1.52714 1.23276 0.61760 0.18
```